9
Properties=species:S:1:pos:R:3:nbo_charge:R:1 method="wB97M-V/def2-TZVPD" smiles="C=CN=C" e_homo_ev=-8.19 orbital_gap_ev=7.9515 e_tot_ev=-4678.033
C -1.11603 -0.80160 -0.73032 -0.41
C -0.63281 -0.25668 0.38815 -0.04
N 0.76501 -0.23595 0.65788 -0.57
C 1.44966 0.80953 0.39223 0.19
H -2.17927 -0.71347 -0.92425 0.19
H -0.45683 -1.12945 -1.52623 0.19
H -1.46022 -0.17091 1.11005 0.19
H 1.69983 1.53028 1.20473 0.12
H 1.93066 0.96825 -0.57223 0.13